[1]
The following is a DFT calculation (ωB97M-V/def2-TZVPD) of one molecule with the formula C9H16O3 in a non-equilibrium geometry.

Its HOMO energy is -9.577 eV. The energy relative to the best compared isomer or geometry (same formula, charge and spin) comes out at 240.96 kJ/mol. As for the SMILES: COC[C@](C)(C=O)C[C@H](C)C=O. Its largest force on an atom is 0.1205 hartree/bohr. Its multiplicity is 1. The value obtained for the LUMO energy is 0.42 eV.

Cartesian coordinates (Å):
C -2.19 1.50 -2.14
O -1.01 1.27 -1.42
C -1.17 1.11 0.04
C -0.72 -0.43 0.49
C -1.64 -1.50 -0.18
C -0.98 -0.64 1.99
O -1.88 -0.16 2.74
C 0.69 -0.79 -0.06
C 1.89 0.20 0.17
C 3.10 -0.40 -0.43
C 2.05 0.60 1.66
O 1.88 -0.06 2.76
H -2.92 0.72 -1.93
H -2.50 2.53 -1.90
H -1.88 1.43 -3.19
H -0.52 1.83 0.62
H -2.23 1.33 0.33
H -1.37 -1.57 -1.24
H -2.73 -1.50 0.00
H -1.31 -2.48 0.19
H -0.43 -1.43 2.47
H 0.93 -1.75 0.44
H 0.62 -0.96 -1.14
H 1.75 1.11 -0.33
H 3.99 0.17 -0.17
H 3.39 -1.34 -0.02
H 2.99 -0.50 -1.49
H 2.20 1.73 1.75

[2]
The following is a DFT calculation (ωB97M-V/def2-TZVPD) of a 9-piece molecular cluster, BrH16O8 overall.

Its HOMO energy (spin up / spin down) is -11.741 / -11.642 eV. The energy relative to the best compared isomer or geometry (same formula, charge and spin) comes out at 3.74 kJ/mol. Its largest force on an atom is 0.0082 hartree/bohr. Its multiplicity is 2. As for the expectation value of S²: 0.753. The value obtained for the LUMO energy (spin up / spin down) is -0.29 / -6.16 eV.

Cartesian coordinates (Å):
Br -0.18 -0.30 -0.23
O -0.17 1.54 -3.04
H -0.87 2.17 -3.17
H -0.33 1.17 -2.17
O 0.19 -2.16 -3.28
H -0.56 -2.04 -3.87
H 0.10 -1.47 -2.63
O 1.45 2.70 -0.30
H 1.43 2.92 -1.23
H 0.76 2.04 -0.19
O -2.35 2.11 1.16
H -1.75 1.36 1.12
H -2.43 2.30 2.10
O 2.07 1.34 2.32
H 1.32 0.92 1.89
H 2.13 0.90 3.17
O -3.09 -1.63 1.48
H -3.78 -1.77 0.83
H -2.31 -1.44 0.96
O -0.02 -2.38 3.06
H -0.28 -1.76 2.38
H 0.52 -3.03 2.60
O 2.98 -0.93 -1.17
H 3.03 -1.88 -1.04
H 2.16 -0.68 -0.77

[3]
The following is a DFT calculation (ωB97M-V/def2-TZVPD) of a 4-piece molecular cluster, C31H49ClINO12 overall in a non-equilibrium geometry.

Its HOMO energy is -9.092 eV. As for the SMILES: Cc1c(Cl)c2c(c(C[C@H](C)I)c1CC(C)C)C(=O)N(CCCO)C2=O.CCOC(=O)OC.CCOC(=O)OC.CCOC(=O)OC. Its largest force on an atom is 0.0915 hartree/bohr. Its multiplicity is 1. The value obtained for the LUMO energy is -1.02 eV.

Cartesian coordinates (Å):
C 2.98 -0.35 -0.88
C 1.45 0.10 -1.02
C 0.53 -0.88 -1.83
Cl 1.10 -2.41 -2.62
C -0.96 -0.50 -1.96
C -1.50 0.81 -1.34
C -0.62 1.80 -0.54
C -1.32 3.09 0.09
C -1.19 4.42 -0.79
C -2.24 5.49 -0.15
I -1.75 4.19 -2.89
C 0.88 1.41 -0.38
C 1.89 2.34 0.45
C 2.60 3.37 -0.57
C 2.14 3.18 -2.12
C 4.22 3.24 -0.59
C -3.05 0.85 -1.73
O -3.87 1.80 -1.74
N -3.32 -0.52 -2.16
C -4.28 -1.23 -1.26
C -3.59 -1.91 0.02
C -3.52 -0.85 1.25
O -2.65 -1.44 2.25
C -2.17 -1.28 -2.67
O -2.15 -2.27 -3.42
H 3.29 -1.11 -1.69
H 3.06 -0.92 0.12
H 3.72 0.51 -0.90
H -2.45 2.86 0.17
H -0.95 3.26 1.16
H -0.15 4.91 -0.64
H -1.81 6.54 -0.07
H -2.62 5.09 0.86
H -3.14 5.57 -0.87
H 2.72 1.70 0.93
H 1.29 2.85 1.28
H 2.32 4.45 -0.27
H 1.04 3.41 -2.28
H 2.73 3.99 -2.70
H 2.45 2.17 -2.55
H 4.46 2.50 -1.43
H 4.63 4.26 -0.93
H 4.65 2.90 0.41
H -5.00 -0.42 -0.85
H -4.91 -1.95 -1.88
H -2.51 -2.26 -0.16
H -4.19 -2.85 0.28
H -4.61 -0.75 1.61
H -3.12 0.17 0.91
H -1.78 -0.99 2.14
C -5.43 0.67 -4.65
C -5.06 -0.80 -4.67
O -6.08 -1.59 -5.29
C -6.15 -1.51 -6.63
O -5.42 -0.85 -7.33
O -7.17 -2.27 -7.04
C -7.41 -2.19 -8.44
H -6.41 0.81 -4.18
H -4.69 1.25 -4.10
H -5.51 1.08 -5.66
H -4.96 -1.16 -3.65
H -4.09 -0.96 -5.16
H -6.51 -2.42 -9.02
H -7.79 -1.20 -8.70
H -8.17 -2.93 -8.69
C 7.88 2.59 3.81
C 6.47 2.59 4.37
O 5.64 1.62 3.70
C 5.86 0.34 4.03
O 6.67 -0.06 4.83
O 5.04 -0.43 3.29
C 5.25 -1.83 3.47
H 7.86 2.75 2.73
H 8.47 3.38 4.27
H 8.38 1.64 3.99
H 6.00 3.56 4.20
H 6.46 2.41 5.45
H 5.18 -2.11 4.52
H 6.21 -2.12 3.05
H 4.46 -2.35 2.93
C -1.04 -3.45 4.48
C -0.02 -3.57 3.36
O 1.32 -3.57 3.87
C 1.73 -4.71 4.45
O 1.07 -5.71 4.58
O 2.98 -4.52 4.90
C 3.50 -5.62 5.64
H -0.83 -2.57 5.10
H -2.05 -3.37 4.07
H -1.01 -4.32 5.15
H -0.11 -2.70 2.70
H -0.20 -4.46 2.75
H 3.43 -6.55 5.07
H 2.98 -5.71 6.59
H 4.56 -5.42 5.84